[1]
{
  "formula": "C29H36F10N6O3PTeTi",
  "method": "ωB97M-V with the def2-TZVPD basis set",
  "total_energy_ha": -4138.3567,
  "total_charge": 1,
  "elements": ["Ti", "C", "N", "C", "C", "N", "C", "C", "F", "C", "F", "C", "F", "C", "F", "C", "F", "C", "C", "N", "C", "C", "F", "C", "F", "C", "F", "C", "F", "C", "F", "H", "H", "H", "H", "H", "H", "H", "H", "H", "H", "H", "N", "C", "C", "N", "H", "H", "H", "H", "H", "H", "H", "H", "C", "C", "O", "P", "O", "Te", "O", "C", "C", "H", "H", "H", "H", "H", "H", "H", "H", "H", "H", "N", "C", "C", "C", "C", "C", "C", "H", "H", "H", "H", "H", "H", "H"],
  "xyz": [[-0.622751, 0.293854, -0.315751], [-5.366996, 0.764347, -0.393420], [-4.116214, 0.108412, -0.026876], [-3.978473, -1.176992, -0.702009], [-2.780813, -2.042356, -0.341877], [-1.402120, -1.530757, -0.564916], [-0.565907, -2.678630, -0.639714], [-0.006187, -3.180628, -1.810261], [-0.243427, -2.577415, -2.996059], [0.806421, -4.300056, -1.842360], [1.338965, -4.702716, -2.991896], [1.058871, -4.999303, -0.676089], [1.848051, -6.062698, -0.688172], [0.484060, -4.564209, 0.504217], [0.721956, -5.210793, 1.638821], [-0.302029, -3.427745, 0.506209], [-0.794543, -3.015984, 1.681594], [-3.874517, 0.118417, 1.417064], [-2.753125, 1.084151, 1.806259], [-1.394687, 0.630440, 1.438154], [-0.625094, 0.205699, 2.550087], [-1.074662, -0.727798, 3.492098], [-2.268829, -1.307447, 3.344584], [-0.329669, -1.103024, 4.593783], [-0.810821, -2.002835, 5.442077], [0.921638, -0.549757, 4.811616], [1.645754, -0.917816, 5.856543], [1.403700, 0.378666, 3.911122], [2.608460, 0.914607, 4.077420], [0.640174, 0.735980, 2.814085], [1.189926, 1.611236, 1.971020], [-6.243047, 0.213500, -0.029011], [-5.441834, 0.842566, -1.479682], [-5.393908, 1.771394, 0.023621], [-3.970395, -0.977303, -1.779410], [-4.858483, -1.813036, -0.518120], [-2.900669, -2.925228, -0.978079], [-2.877905, -2.404000, 0.687213], [-3.619298, -0.878853, 1.758762], [-4.785186, 0.407986, 1.949647], [-2.784311, 1.252803, 2.883580], [-2.932310, 2.064694, 1.356621], [-0.471354, 0.278115, -2.638864], [-1.659684, 0.891221, -3.257321], [-2.031161, 2.083229, -2.408676], [-2.080934, 1.636995, -1.006704], [0.356133, 0.811470, -2.890584], [-0.360159, -0.674125, -2.967200], [-2.457986, 0.147335, -3.255422], [-1.481133, 1.184651, -4.293290], [-2.985450, 2.514478, -2.715281], [-1.274400, 2.864997, -2.492550], [-2.982613, 1.167702, -0.752192], [-1.962013, 2.463925, -0.399477], [4.286960, 3.984885, 1.301364], [2.986134, 4.415938, 0.673886], [2.369652, 3.237743, 0.091298], [0.904898, 3.285039, -0.522424], [0.604054, 1.767643, -0.704680], [-0.698243, 4.542871, 0.593219], [1.103013, 3.858265, -1.998593], [2.141583, 3.337260, -2.857698], [1.614816, 3.291572, -4.271946], [4.775551, 4.846295, 1.756569], [4.960095, 3.562396, 0.555669], [4.107765, 3.240324, 2.076828], [3.138590, 5.155631, -0.114541], [2.297787, 4.831586, 1.410932], [2.453443, 2.349135, -2.509560], [3.000156, 4.004404, -2.779184], [0.756870, 2.619832, -4.353025], [2.391917, 2.940550, -4.951286], [1.296618, 4.282387, -4.592513], [1.537077, -0.617279, -0.338323], [2.268837, -1.721494, 0.274691], [2.037511, -2.076673, 1.592070], [2.770932, -3.104904, 2.166922], [3.717049, -3.792006, 1.420606], [3.934081, -3.443126, 0.095179], [3.216510, -2.402230, -0.475802], [1.988881, 0.262570, -0.082117], [1.687899, -0.688712, -1.343366], [1.265477, -1.580179, 2.161898], [2.583336, -3.381979, 3.196046], [4.279718, -4.599850, 1.867924], [4.666566, -3.976064, -0.495921], [3.395453, -2.123195, -1.509058]],
  "forces_ev_per_angstrom": [[-0.293, -0.530, 0.143], [-0.019, -0.020, -0.013], [0.008, 0.016, 0.003], [0.012, -0.013, -0.049], [-0.043, 0.046, 0.169], [0.080, 0.015, -0.129], [0.061, 0.042, -0.047], [-0.009, 0.013, -0.078], [-0.036, 0.056, 0.019], [-0.041, -0.041, 0.039], [0.015, 0.005, 0.000], [-0.051, 0.020, -0.016], [0.007, -0.014, -0.007], [-0.035, -0.064, -0.019], [-0.055, -0.039, -0.015], [-0.064, -0.037, 0.030], [-0.003, -0.040, -0.044], [0.003, -0.048, 0.007], [0.005, 0.029, 0.046], [-0.039, 0.013, -0.341], [0.201, 0.043, -0.024], [-0.018, -0.093, -0.063], [0.050, 0.009, 0.038], [-0.041, -0.020, 0.015], [-0.001, 0.000, -0.007], [0.020, 0.011, -0.003], [-0.006, 0.000, -0.002], [0.012, -0.008, 0.038], [-0.016, -0.009, 0.002], [-0.039, 0.064, 0.018], [0.009, 0.055, -0.047], [-0.003, 0.003, -0.001], [-0.001, -0.001, -0.001], [0.001, 0.002, 0.003], [0.017, 0.007, 0.009], [-0.004, 0.002, 0.012], [0.005, -0.019, 0.032], [0.015, 0.057, 0.009], [-0.072, 0.030, -0.001], [0.002, 0.042, -0.020], [0.013, -0.025, 0.008], [-0.006, 0.001, 0.016], [0.076, -0.090, 0.113], [-0.027, -0.006, -0.015], [0.003, -0.011, -0.009], [-0.137, 0.144, -0.027], [-0.012, 0.035, 0.022], [0.015, 0.007, -0.094], [0.000, -0.001, 0.035], [-0.002, -0.022, -0.007], [-0.001, -0.010, -0.008], [-0.001, 0.008, 0.005], [0.038, -0.010, 0.000], [0.006, -0.007, -0.021], [-0.002, 0.005, 0.003], [0.016, -0.012, 0.009], [-0.036, -0.010, 0.026], [0.019, -0.084, -0.020], [0.239, 0.224, 0.130], [-0.009, 0.018, 0.021], [-0.041, -0.020, -0.065], [0.011, 0.045, -0.002], [-0.002, -0.001, 0.004], [0.001, -0.001, 0.000], [0.001, 0.000, 0.000], [0.001, 0.001, -0.001], [0.000, -0.002, -0.004], [-0.001, 0.000, -0.002], [-0.010, -0.009, 0.002], [0.012, -0.015, 0.006], [0.001, -0.001, -0.004], [-0.001, -0.001, -0.001], [-0.001, 0.001, 0.002], [0.009, 0.090, 0.140], [0.008, -0.007, -0.099], [0.094, 0.059, 0.103], [0.038, 0.083, 0.006], [0.027, 0.013, -0.022], [0.029, -0.001, 0.045], [-0.057, 0.009, -0.004], [0.015, -0.011, 0.043], [-0.002, 0.058, -0.006], [0.035, -0.016, -0.020], [0.002, -0.003, -0.003], [-0.005, -0.007, -0.002], [0.003, -0.003, -0.002], [0.008, 0.000, -0.004]]
}

[2]
{
  "formula": "CH4ClN2O",
  "method": "ωB97M-V with the def2-TZVPD basis set",
  "total_energy_ha": -685.0703,
  "smiles": "NC(=[NH2+])OCl",
  "relative_energy_ev": 2.020,
  "total_charge": 1,
  "elements": ["N", "C", "N", "O", "Cl", "H", "H", "H", "H"],
  "xyz": [[-0.595701, 1.044808, -0.426204], [-0.904579, -0.120073, -0.030371], [0.372365, -1.236754, -0.191613], [-1.983190, -0.764486, 0.257055], [-3.445949, 0.039596, -0.040839], [0.436677, 1.113381, -0.606148], [-1.153482, 1.853809, -0.286028], [0.503196, -1.435851, 0.806580], [-0.055096, -2.146327, -0.723799]],
  "forces_ev_per_angstrom": [[1.811, 0.066, 0.290], [3.485, -5.827, -1.345], [-4.250, 1.162, -0.541], [0.122, 0.861, -0.050], [-0.425, 0.371, 0.111], [-1.312, 0.284, 0.022], [-0.690, 0.871, -0.124], [0.239, -0.585, -0.340], [1.019, 2.797, 1.978]]
}